(1)
97
Properties=species:S:1:pos:R:3:forces:R:3 method="wB97M-V/def2-TZVPD" lumo_energy_ev=2.46 homo_lumo_gap_ev=8.49 max_force_ev_per_a=5.11 e_tot_ev=-85947.8456 e_above_lowest_kcal_mol=8.1 total_charge=-1 multiplicity=1
N 0.151 -0.853 1.125 -0.3194 3.1783 -1.2275
S -1.065 -0.744 0.121 -3.0694 -1.0076 -0.6651
O -0.752 -0.993 -1.254 0.2748 0.0227 0.0754
O -1.990 0.315 0.425 0.4437 -0.0674 -0.1610
F -1.894 -2.034 0.543 0.5960 -0.0892 0.1627
S 0.815 0.716 0.865 4.0014 -2.6429 1.7795
O 1.137 1.304 2.113 -0.9293 0.4850 0.3865
O 0.523 1.509 -0.267 -1.1978 0.2674 -0.4123
F 2.233 0.078 0.474 0.0163 0.2304 -0.2443
C 5.133 3.404 -0.692 0.1798 0.2494 -0.3147
O 4.661 2.638 -1.769 -0.1800 -0.5931 0.3661
C 3.334 3.014 -2.143 1.4685 -0.0145 -0.7758
C 2.844 2.106 -3.245 -0.8100 0.4163 -0.0581
N 2.196 0.947 -2.684 0.7329 -0.3548 -0.0562
C 1.737 -0.030 -3.625 -1.0471 -1.2827 0.5823
C 0.524 0.379 -4.439 -0.2011 0.3758 -0.2037
O 0.895 1.146 -5.572 0.1281 -0.4676 0.0583
C -0.202 1.499 -6.371 0.4835 1.0508 -0.5020
H 5.056 4.472 -0.954 -0.1600 -0.0016 0.3458
H 6.195 3.204 -0.550 -0.0380 -0.2270 -0.0442
H 4.603 3.176 0.238 -0.0932 0.1726 -0.0015
H 3.491 4.020 -2.559 -0.7910 0.1894 0.3063
H 2.635 2.958 -1.304 0.0791 0.3514 0.1284
H 3.643 1.790 -3.917 0.1939 0.0359 0.1691
H 2.160 2.714 -3.865 0.0081 -0.0863 -0.0396
H 1.485 1.170 -1.998 0.0988 0.0468 -0.2275
H 1.366 -0.894 -3.050 0.0593 0.2000 0.1715
H 2.542 -0.491 -4.203 0.1237 0.5638 -0.3437
H -0.130 0.963 -3.774 0.0909 0.1442 -0.0116
H -0.120 -0.450 -4.765 0.4192 -0.2749 -0.0162
H 0.157 1.568 -7.404 -0.1128 -0.3072 -0.0073
H -0.503 2.529 -6.134 -0.4280 -0.2194 0.2203
H -1.045 0.813 -6.298 -0.0442 -0.0497 0.0795
C -8.494 1.178 0.352 0.0108 0.2337 0.7864
O -7.926 1.003 -0.916 -0.4377 0.2834 0.2491
C -6.673 1.629 -1.028 0.9344 0.1110 -0.3845
C -6.299 1.607 -2.502 0.4632 -0.8349 0.0763
N -5.056 2.307 -2.759 0.5525 0.3068 0.1401
C -3.881 1.788 -2.054 -0.3117 -0.4579 0.3776
C -2.701 1.665 -2.977 0.9911 -0.3928 0.4812
O -2.968 0.866 -4.119 -0.1397 0.3558 0.4339
C -2.818 -0.532 -3.896 -0.5233 0.0679 -0.8262
H -9.410 0.602 0.480 0.0333 -0.1363 -0.4690
H -8.749 2.230 0.540 0.0884 -0.0148 -0.0770
H -7.817 0.857 1.158 0.0856 0.0271 -0.1438
H -5.913 1.058 -0.473 -0.1484 -0.1459 -0.0159
H -6.550 2.644 -0.617 -0.8757 0.0836 -0.0845
H -7.057 2.013 -3.170 -0.2656 0.1504 0.3285
H -6.227 0.523 -2.724 0.0341 0.1321 -0.2566
H -4.819 2.217 -3.739 -0.3323 0.0551 -0.0793
H -4.080 0.790 -1.627 -0.0077 -0.0337 -0.2426
H -3.570 2.365 -1.176 -0.2010 0.2883 -0.1666
H -1.884 1.210 -2.397 -0.1141 -0.0506 0.0075
H -2.271 2.619 -3.292 -0.5281 0.1205 -0.3253
H -3.751 -1.083 -3.706 -0.2029 0.4865 0.0854
H -2.159 -0.755 -3.061 0.4221 -0.0009 -0.2657
H -2.488 -0.849 -4.888 0.4276 -0.6656 0.3968
C 2.780 2.495 5.681 -0.6750 0.4137 -0.4354
C 2.405 1.056 5.628 0.8789 -1.8493 -0.2882
O 1.076 0.834 6.063 0.2001 0.3704 0.2803
O 2.368 3.145 4.466 0.1152 -0.1443 0.5070
H 3.859 2.590 5.781 0.0431 0.2104 -0.0031
H 2.250 2.952 6.524 0.3232 0.0707 0.1381
H 3.124 0.411 6.162 -0.2095 0.4057 0.5494
H 2.575 0.672 4.608 -0.4340 0.3288 -0.1191
H 0.983 -0.104 6.249 -0.1864 -0.0526 -0.3060
H 1.601 2.630 4.186 -0.0536 0.2489 -0.3932
C 4.744 -3.759 3.529 0.9269 -0.2061 -0.8486
C 4.698 -2.435 2.808 -0.9432 0.8138 0.3056
O 3.471 -1.787 3.187 0.2109 -0.2266 -0.2458
O 3.918 -4.756 2.958 -0.0221 0.1508 0.2521
H 4.486 -3.578 4.570 -0.1534 -0.3296 0.0523
H 5.786 -4.113 3.445 0.0103 0.1383 0.4318
H 4.757 -2.587 1.723 -0.0572 -0.0059 0.0307
H 5.496 -1.750 3.117 0.3976 -0.4583 -0.0238
H 3.365 -1.008 2.636 -0.1682 0.0747 -0.1135
H 4.017 -4.715 1.990 -0.3950 0.2187 0.2813
C 2.563 -4.715 -0.769 0.1227 -0.5212 -0.3432
C 1.842 -3.423 -0.544 0.3157 -0.6512 0.2035
O 1.316 -3.419 0.761 0.0620 0.4504 -0.1672
O 3.691 -4.820 0.113 -0.1388 -0.2223 -0.0624
H 2.951 -4.745 -1.794 -0.2066 0.0741 -0.0677
H 1.867 -5.551 -0.647 0.1326 -0.0579 0.2412
H 0.998 -3.384 -1.240 0.3596 0.3733 -0.4707
H 2.623 -2.670 -0.716 -0.5558 0.5294 0.0302
H 0.910 -2.538 0.846 0.2107 -0.2967 0.5267
H 3.943 -5.748 0.129 0.0800 0.0187 -0.0159
C -1.900 -0.934 3.931 -1.4018 -0.8449 0.4597
C -2.212 -1.703 5.207 0.8437 -0.7116 -0.3015
O -1.651 -3.029 5.206 -0.0658 0.3382 0.2106
O -0.564 -0.607 3.815 0.1816 0.2940 0.1391
H -2.603 -0.082 3.987 0.3624 0.2315 -0.4368
H -2.208 -1.601 3.112 -0.1439 0.2811 -0.1412
H -3.291 -1.820 5.331 -0.0943 0.5001 0.1186
H -1.750 -1.176 6.043 -0.2167 -0.0858 0.1524
H -2.167 -3.543 4.577 0.1402 -0.0587 -0.0807
H -0.372 -0.581 2.863 0.2722 -0.0758 0.4084

---

(2)
101
Properties=species:S:1:pos:R:3:forces:R:3 method="wB97M-V/def2-TZVPD" lumo_energy_ev=-11.07 homo_lumo_gap_ev=0.88 max_force_ev_per_a=3.36 e_tot_ev=-121940.0650 e_above_lowest_kcal_mol=24.9 total_charge=+2 multiplicity=1
N -0.491 6.831 0.957 -0.0398 -0.1247 -0.3780
C -0.398 6.969 -0.505 0.3828 -0.5169 -0.4153
C 0.314 5.741 -1.130 -0.5823 0.4938 -0.0705
C -0.617 4.507 -1.101 1.1399 -0.3643 0.1829
C -0.280 3.623 0.131 -1.3242 -0.0160 -0.0068
C -1.564 3.386 1.018 1.1706 -0.0123 0.7055
P -2.013 1.649 1.131 -0.4547 0.8383 -0.5302
N -2.405 1.168 -0.430 -0.0399 0.3369 1.2042
C -3.431 1.289 2.291 -0.4714 -0.3703 0.0472
O -3.926 2.435 2.907 0.5503 -0.1274 0.0470
C -3.044 3.035 3.815 0.0602 0.1504 0.1409
C -2.194 2.326 4.653 0.0005 0.2108 -0.2527
C -1.332 3.053 5.479 -0.1107 -0.4320 -0.2862
C -1.326 4.435 5.457 0.3817 0.3858 0.2949
C -2.182 5.140 4.617 -0.3052 -0.5998 -0.3180
C -3.039 4.419 3.798 -0.2702 0.3558 -0.0884
P -0.173 0.493 1.659 2.3489 -1.1454 -2.1064
O 0.862 1.571 2.256 -0.8321 -0.6133 0.0572
Cl -0.577 -0.886 3.114 -0.4220 0.2799 0.5523
H -1.436 6.580 1.216 0.0039 0.2850 0.2244
H -0.226 7.693 1.414 -0.1523 -0.0558 0.1444
H -1.396 7.045 -0.953 0.0856 0.1697 -0.0090
H 0.149 7.863 -0.797 -0.0731 -0.0387 0.2921
H 1.222 5.595 -0.539 0.0138 -0.2533 -0.1757
H 0.620 5.971 -2.152 -0.1208 0.0655 0.0435
H -1.648 4.872 -1.096 -0.0260 -0.1942 0.1297
H -0.509 3.880 -1.991 0.0161 0.2451 -0.0649
H 0.131 2.647 -0.147 0.1661 0.2150 -0.2968
H 0.445 4.129 0.765 -0.0516 -0.0885 -0.0081
H -2.413 4.002 0.713 -0.1373 -0.2808 -0.0364
H -1.292 3.697 2.033 -0.3011 -0.0779 -0.0153
H -2.853 0.257 -0.405 0.2011 -0.0793 -0.5509
H -3.039 1.876 -0.802 0.1040 -0.1161 -0.3245
H -3.176 0.479 2.996 0.1300 0.1538 0.0161
H -4.241 0.883 1.676 0.0717 0.2121 -0.0608
H -2.174 1.242 4.660 -0.0446 0.0573 0.1536
H -0.652 2.495 6.112 -0.0304 0.1940 0.0771
H -0.626 4.967 6.092 -0.0938 -0.0041 -0.0297
H -2.196 6.220 4.544 0.1989 -0.0324 0.2687
H -3.706 4.925 3.105 0.0216 -0.0400 0.0906
H 1.743 1.210 2.024 0.1692 0.3010 0.0835
C 3.513 -2.328 0.575 -0.1379 -0.4968 0.0660
C 2.453 -1.644 -0.304 1.6308 -0.3789 0.6019
C 3.036 -1.342 -1.718 -0.2528 0.0237 -0.6643
O 2.100 -0.461 0.223 -1.6863 1.0306 0.5471
H 4.391 -1.696 0.701 -0.0833 0.1322 -0.0814
H 3.123 -2.565 1.567 -0.0751 0.0787 -0.0126
H 3.841 -3.266 0.122 -0.0352 0.0287 -0.0431
H 1.655 -2.397 -0.472 -0.4596 0.4942 -0.0735
H 3.897 -0.679 -1.651 -0.0379 0.0133 0.2217
H 2.292 -0.881 -2.365 -0.0442 0.0182 0.0976
H 3.356 -2.277 -2.182 -0.0365 -0.0857 0.1528
C 4.618 -6.984 -2.606 -0.0666 0.0177 -0.1329
C 3.726 -7.101 -1.382 0.2638 -0.0334 -0.0854
N 2.532 -6.263 -1.442 -0.1557 -0.0997 0.1281
C 1.830 -6.194 -0.189 0.3295 0.3491 -0.0172
C 1.198 -7.507 0.330 -0.3162 0.1384 0.1165
C 1.699 -6.431 -2.631 -0.0998 0.0570 -0.3624
C 1.127 -7.826 -2.913 -0.0645 0.0872 0.1607
H 4.924 -5.950 -2.769 -0.0370 0.0197 0.0222
H 5.516 -7.584 -2.462 -0.0269 -0.0167 0.0173
H 4.129 -7.350 -3.508 0.0219 -0.0586 0.0285
H 4.314 -6.796 -0.511 -0.1570 0.0469 0.0929
H 3.477 -8.165 -1.235 -0.0127 -0.0232 -0.0504
H 1.048 -5.432 -0.253 -0.1335 -0.1553 -0.0927
H 2.527 -5.825 0.569 0.0600 -0.1507 0.0061
H 0.285 -7.763 -0.212 0.0707 -0.1628 -0.0221
H 0.917 -7.368 1.389 0.0352 0.3436 -0.0440
H 1.906 -8.348 0.256 0.1979 0.2130 -0.3282
H 2.283 -6.120 -3.498 0.1385 -0.0494 0.0916
H 0.878 -5.709 -2.586 0.0313 0.0258 0.1867
H 1.862 -8.617 -2.757 -0.0051 0.1939 -0.0774
H 0.805 -7.887 -3.951 0.0530 -0.0537 0.0180
H 0.246 -8.041 -2.305 -0.0142 -0.0358 -0.0020
Be -2.674 -1.715 1.725 2.0007 0.4200 -1.4060
F -1.907 10.603 -1.956 -1.0972 0.0299 -0.4676
P -0.747 10.496 -3.185 1.3235 -1.0392 -1.0477
F -1.133 10.932 -4.715 -0.7914 0.6319 0.4970
F -0.826 12.144 -2.879 -0.1802 0.9186 0.5075
F 0.044 9.474 -2.168 -0.5760 0.6896 0.7904
F 0.786 10.815 -3.605 -0.3019 -0.2903 -0.5734
F -1.562 9.157 -3.655 0.4811 -0.1741 0.2796
C -5.513 7.974 2.549 -0.1415 -0.1620 -0.3245
O -4.167 7.772 2.210 -0.0453 0.0252 0.1900
H -6.103 8.008 1.637 0.1212 0.0214 -0.0689
H -5.870 7.156 3.189 -0.0323 0.1646 0.2053
H -5.604 8.936 3.091 0.0502 -0.0589 0.1435
H -3.662 7.756 3.038 0.0259 0.4193 0.0023
F -1.270 -1.036 0.491 -2.1625 -0.5843 1.8579
B 1.669 -12.770 -2.274 -0.0242 -1.1170 0.4958
O 0.542 -12.148 -3.052 0.5568 0.4657 -0.1195
C 0.997 -11.138 -3.742 -1.1724 -0.4116 -0.1278
O 0.365 -10.419 -4.461 0.2121 0.2385 -0.0200
C 2.530 -10.999 -3.457 1.1592 -0.3072 0.2740
O 3.243 -10.158 -3.925 -0.1687 0.2617 -0.0784
O 2.876 -11.938 -2.619 -0.5029 0.4166 -0.3205
F 1.854 -14.072 -2.644 -0.0054 0.2593 -0.0306
F 1.413 -12.655 -0.912 -0.0458 0.3662 0.1318
Li -2.916 12.579 -2.469 1.1484 -0.7076 -0.0152
Al 1.070 -9.482 1.918 -0.0960 -0.8507 0.1865
F -3.854 9.816 3.458 0.0363 -0.5035 -0.1590

---

(3)
11
Properties=species:S:1:pos:R:3:forces:R:3 method="wB97M-V/def2-TZVPD" lumo_energy_ev=0.90 homo_lumo_gap_ev=10.46 max_force_ev_per_a=4.24 e_tot_ev=-7196.4099 e_above_lowest_kcal_mol=77.9 total_charge=0 smiles="C/N=C/NO" multiplicity=1
C -1.840 -0.506 0.080 -0.4630 -0.0672 -0.2333
N -0.794 0.350 -0.458 2.1372 -0.4268 1.0721
C 0.364 0.174 0.100 -4.2193 0.4480 0.0373
N 1.392 1.036 -0.144 1.9407 -1.5164 -0.1530
O 2.436 -0.020 -0.409 0.3550 1.6918 0.1608
H -2.800 -0.219 -0.362 0.1668 -0.0660 0.0854
H -1.939 -0.416 1.167 0.0529 -0.0633 -0.1007
H -1.659 -1.554 -0.186 -0.0475 0.0688 0.1019
H 0.538 -0.556 0.908 0.0731 0.2068 -0.4137
H 1.211 1.573 -0.994 0.3656 -0.3509 -0.0686
H 3.090 0.139 0.299 -0.3616 0.0754 -0.4883

---

(4)
12
Properties=species:S:1:pos:R:3:forces:R:3 method="wB97M-V/def2-TZVPD" lumo_energy_ev=0.78 homo_lumo_gap_ev=9.63 max_force_ev_per_a=1.83 e_tot_ev=-15085.3862 e_above_lowest_kcal_mol=25.2 total_charge=0 smiles=CO.CS multiplicity=1
C -0.711 2.078 -0.124 0.9480 -0.6790 1.4136
O -0.740 1.524 1.216 0.1439 1.1751 0.6957
H 0.052 2.849 -0.268 -0.1944 0.1840 0.2821
H -0.299 1.195 -0.598 -0.7059 0.2622 -1.3370
H -1.696 2.442 -0.392 -0.0326 -0.2375 -0.4783
H -0.619 2.215 1.898 -0.2102 -0.4977 -0.7069
C 1.468 -0.771 -0.033 -0.2142 -0.2232 1.5335
S -0.029 -1.636 -0.608 0.7509 -0.2728 -0.4735
H 1.734 -1.219 0.930 0.3879 -0.2893 -0.3499
H 1.229 0.234 0.307 -0.0530 0.2026 -0.5969
H 2.306 -0.795 -0.715 -0.0487 -0.0372 -0.2642
H -0.819 -0.679 -0.200 -0.7718 0.4127 0.2817